Record 1
{"formula": "C4H7NO", "method": "ωB97M-V/def2-TZVPD", "gap_ev": 10.8, "smiles": "CC(=O)N1CC1", "lumo_ev": 0.96, "relative_energy_kcal_mol": 51.0, "total_energy_ev": -7797.4339, "species": ["O", "N", "C", "C", "C", "C", "H", "H", "H", "H", "H", "H", "H"], "positions_angstrom": [[-0.53525, -0.70387, 2.11749], [0.51422, 0.67633, 0.70605], [0.88909, 1.26649, -0.56209], [1.43429, -0.04957, -0.18130], [-0.53727, -0.22865, 1.00974], [-1.53379, -0.71509, -0.02374], [0.20720, 1.33268, -1.40906], [2.40729, -0.22150, 0.25557], [-1.43039, -1.80292, -0.09929], [1.53073, 2.13207, -0.41868], [-1.44128, -0.27973, -1.02118], [1.02593, -0.89273, -0.74424], [-2.53077, -0.51350, 0.37072]], "atomic_forces_ev_per_a": [[-0.2768, 0.1424, -0.2782], [0.0919, -0.2937, 0.2625], [-0.0185, 0.1160, -0.2522], [0.3982, -0.2257, -0.1196], [-0.1907, -0.2045, 0.3187], [-0.0889, 0.0754, -0.0888], [-0.0031, -0.1451, 0.1808], [0.2131, 0.1864, -0.2983], [-0.0240, 0.2097, 0.0356], [-0.2584, -0.0226, -0.0598], [0.0630, 0.0597, 0.1609], [0.0670, 0.1076, 0.2373], [0.0271, -0.0056, -0.0990]]}

---

Record 2
{"formula": "C30H55CdN2O2P2", "method": "ωB97M-V/def2-TZVPD", "gap_ev": 5.2, "total_charge": 1, "lumo_ev": -2.73, "relative_energy_kcal_mol": 44.7, "total_energy_ev": -62209.8901, "species": ["Cd", "P", "P", "O", "O", "N", "N", "C", "C", "C", "C", "C", "C", "C", "C", "C", "C", "C", "C", "C", "C", "C", "C", "C", "C", "C", "C", "C", "C", "C", "C", "C", "C", "C", "C", "C", "C", "H", "H", "H", "H", "H", "H", "H", "H", "H", "H", "H", "H", "H", "H", "H", "H", "H", "H", "H", "H", "H", "H", "H", "H", "H", "H", "H", "H", "H", "H", "H", "H", "H", "H", "H", "H", "H", "H", "H", "H", "H", "H", "H", "H", "H", "H", "H", "H", "H", "H", "H", "H", "H", "H", "H"], "positions_angstrom": [[-0.73617, 0.24524, 0.12522], [3.14815, 0.66183, -0.89035], [-3.01004, -1.05493, -0.00215], [0.34031, 3.07008, 1.77691], [-0.39650, -1.35256, 2.29624], [-0.20262, -1.44921, -1.37733], [0.54660, 1.61063, -1.18660], [0.38502, 3.22124, -3.51695], [4.36593, 1.68144, -1.89829], [3.57916, 0.42999, 0.91013], [-5.07311, -3.04295, 0.58314], [-4.28696, 0.23792, -0.62675], [2.39444, -0.20725, 1.65428], [-5.75813, -0.20682, -0.62661], [4.72315, -0.59340, 0.86093], [3.94594, 1.74686, 1.59451], [1.79049, -0.14699, -2.18263], [4.45029, 1.15654, -3.34499], [0.61374, 1.70643, -3.67928], [0.99790, 1.10866, -2.26769], [1.56610, 1.53978, -4.84974], [-0.63379, 0.96381, -4.11347], [-3.81240, -2.36688, 1.14875], [0.56964, -3.64696, -2.86441], [-0.44732, -1.26855, 3.73926], [5.80784, 1.57358, -1.37809], [-3.92052, 0.63960, -2.06731], [-2.59406, -2.15664, -1.42481], [-0.23481, 2.10622, 1.53807], [-0.76107, -3.48405, -2.50711], [-4.14886, -1.66511, 2.47351], [-4.17079, 1.46759, 0.30273], [-1.11915, -2.35900, -1.76832], [3.90187, 3.15444, -1.88328], [1.02611, -1.44736, -1.96055], [1.46591, -2.61804, -2.59253], [-2.77426, -3.46923, 1.40972], [4.41989, -1.46241, 0.26139], [3.48774, 0.87940, -3.76875], [4.59910, 3.73401, -2.50724], [5.10333, 0.27670, -3.40039], [-0.27014, 3.57540, -4.32751], [-1.17263, -1.99804, 4.13735], [-3.18698, -4.16315, 2.15684], [-4.33236, -0.06680, -2.80210], [-5.94134, -2.37852, 0.53700], [-4.91445, -3.48578, -0.40753], [-0.78247, -0.25968, 4.01208], [0.53889, -1.45186, 4.19811], [-3.01430, -3.14830, -1.22395], [1.99177, -1.04991, 1.07686], [6.45476, 2.12790, -2.07332], [5.95544, 1.99138, -0.37949], [6.14286, 0.53015, -1.39653], [3.05640, 2.36539, 1.74528], [-4.61023, -2.39816, 3.15469], [-2.55546, -4.05907, 0.51271], [2.73340, -0.58782, 2.63047], [1.34896, 3.75479, -3.56226], [-3.14039, -1.77468, -2.30151], [-1.44751, 1.15566, -3.41214], [-6.17478, -0.31769, 0.38498], [4.87157, 1.95107, -3.97298], [1.57445, 0.50325, 1.84254], [-2.83834, 0.70906, -2.22360], [-4.34387, 1.63309, -2.28389], [1.02588, 1.85559, -5.75106], [2.49910, -2.66869, -2.92643], [-0.42112, -0.10940, -4.15210], [-1.53411, -4.20284, -2.77725], [-0.94443, 1.29193, -5.11191], [-5.92045, -1.12945, -1.19791], [0.88151, -4.53659, -3.40287], [-3.24119, -1.27608, 2.95837], [-3.16748, 1.91505, 0.26624], [1.87092, 0.51209, -5.03574], [4.96658, -0.94310, 1.87218], [4.37127, 1.52822, 2.58176], [-0.06291, 3.44585, -2.54045], [-1.83953, -3.05132, 1.80245], [5.62777, -0.17266, 0.41756], [2.44034, 2.18797, -4.79508], [-5.34404, -3.86478, 1.26468], [-6.35144, 0.58143, -1.12233], [4.67077, 2.33629, 1.03421], [2.42102, -0.34703, -3.05806], [-4.86297, -0.83759, 2.34698], [-4.39259, 1.21006, 1.34867], [2.88921, 3.27712, -2.28912], [0.16948, -2.10941, 2.06382], [3.92101, 3.57970, -0.87075], [-4.89346, 2.23541, -0.01925]], "atomic_forces_ev_per_a": [[0.7240, 0.1860, -0.6780], [-0.1390, -0.1327, -1.3545], [-0.7336, -0.2468, -0.2250], [-1.7377, -2.8239, -0.6051], [0.3598, -0.2248, 0.2223], [-0.1830, 0.2261, -1.3492], [-2.0531, -0.6172, -0.6767], [-0.2431, -0.0582, 0.0827], [0.0665, -0.2597, -0.0594], [-0.1342, -1.2536, -0.4084], [-0.1862, 0.0376, 0.0380], [-0.1549, -0.1096, 0.1710], [-0.0425, 0.0658, -0.1299], [-0.2284, 0.1042, -0.1093], [0.2678, -0.3321, 0.7979], [-0.1004, 0.0276, -0.0420], [2.3300, -0.3739, 1.4559], [-0.1140, -0.0628, 0.0995], [0.5614, 0.6525, 0.5463], [-2.0570, 1.0596, 0.6854], [0.2965, 0.2672, -0.5417], [-0.5759, 0.0050, 0.2835], [0.1036, 0.5076, 0.1743], [0.0484, 0.2019, 0.2005], [-0.0522, -0.0585, 0.1295], [0.1516, 0.0821, -0.1182], [0.0797, 0.0503, 0.0615], [-0.0682, -0.1164, -0.1482], [1.7406, 3.2571, 0.7898], [-0.2326, 0.1681, 0.1174], [-0.0508, -0.0569, 0.1928], [0.0711, -0.0884, -0.0120], [0.3068, -0.0445, 0.5142], [0.3075, 0.0002, -0.2355], [-0.3745, -0.2255, 0.0664], [0.0791, 0.1922, -0.1062], [0.1736, 0.0658, 0.1126], [0.1218, 0.2767, 0.2556], [0.4087, 0.2224, 0.0765], [-0.1537, 0.0527, 0.1137], [-0.1211, 0.1687, 0.0487], [0.2520, 0.0606, 0.2155], [0.2656, 0.2250, -0.1337], [0.0997, 0.1891, -0.1610], [0.1470, 0.1791, 0.1883], [0.3241, -0.2208, 0.0258], [-0.0423, 0.0959, 0.1622], [0.1153, -0.2741, -0.1851], [-0.3589, 0.1074, -0.2764], [-0.0200, 0.2847, -0.1050], [0.0821, 0.0286, 0.1050], [-0.0844, 0.0148, 0.1882], [0.0263, -0.0889, -0.1649], [-0.0570, 0.2738, 0.0461], [0.0990, -0.0592, -0.1107], [0.1288, 0.2414, -0.1457], [-0.0061, 0.0849, 0.1726], [-0.0527, 0.0784, -0.2197], [-0.4326, -0.1371, -0.1164], [0.4128, -0.1174, 0.0981], [0.0386, -0.1131, -0.1135], [0.1977, -0.0335, -0.2947], [0.0048, -0.1643, 0.0127], [0.4126, -0.2059, -0.1329], [-0.1548, 0.0170, 0.0663], [0.0886, -0.3147, 0.0723], [0.0904, -0.0281, 0.1013], [-0.1929, 0.0286, -0.0743], [-0.1965, -0.0639, -0.0436], [0.2803, 0.1325, -0.0171], [-0.0022, -0.0859, 0.1700], [0.0546, 0.2207, 0.1602], [0.0586, 0.1348, 0.0931], [-0.2487, -0.0613, -0.1425], [-0.1794, -0.0356, -0.0324], [0.0952, -0.1688, 0.0333], [0.1738, 0.0269, 0.1029], [0.0176, -0.0255, -0.1079], [-0.0212, -0.1063, -0.3495], [-0.2539, -0.1539, -0.1074], [-0.2171, -0.1209, 0.1380], [0.0004, -0.1473, 0.0829], [0.1509, 0.1851, -0.1803], [0.2348, -0.2130, 0.1565], [-0.0581, -0.0883, 0.1105], [-0.2586, -0.0565, 0.3478], [0.1991, -0.2530, -0.0031], [0.0645, 0.0734, -0.2546], [0.3058, -0.1198, 0.1955], [-0.2370, 0.4236, 0.1120], [-0.0596, -0.1817, -0.2237], [0.2508, -0.2596, 0.1023]]}

---

Record 3
{"formula": "C2H2Br6", "method": "ωB97M-V/def2-TZVPD", "gap_ev": 9.6, "lumo_ev": -0.85, "relative_energy_kcal_mol": 8.8, "total_energy_ev": -422360.2367, "species": ["Br", "Br", "Br", "Br", "Br", "Br", "C", "C", "H", "H"], "positions_angstrom": [[13.79114, -18.44183, -26.79712], [10.75469, -17.34352, -26.11583], [10.02866, -21.55995, -29.68889], [12.99837, -20.02850, -30.49313], [12.60198, -23.39417, -30.36970], [11.48576, -20.51845, -25.90789], [11.84303, -18.83329, -26.85739], [12.02497, -21.62718, -29.67421], [11.62717, -19.01941, -27.90946], [12.31845, -21.62541, -28.62446]], "atomic_forces_ev_per_a": [[-1.1112, -0.0799, 0.0323], [0.7702, -1.0434, -0.6410], [1.4719, 0.3324, -0.1558], [-1.1450, -1.5697, 0.5872], [-0.1847, 1.2728, 0.1944], [0.0701, 0.7153, -0.3816], [0.5037, 0.0643, 0.6274], [-0.0392, -0.1417, -0.2565], [-0.2329, 0.3332, 0.2943], [-0.1029, 0.1167, -0.3008]]}